(1)
C3H13NO3 | ωB97M-V/def2-TZVPD

The lowest unoccupied orbital energy comes out at 0.0145 Ha. The SMILES is CCNCO.O.O. The molecular weight comes out at 111.14 g mol⁻¹. Its multiplicity is 1. The gap between HOMO and LUMO comes out at 9.805 eV. The total charge is 0. As for the relative energy (zero: lowest compared OMol25 entry of this formula, charge and spin): 252.27 kJ/mol.

Element x y z (Å)
C 0.405 1.505 1.772
C 0.072 1.614 0.338
N 1.293 0.863 -0.459
C 1.003 0.657 -1.901
O -0.326 0.304 -2.345
H 0.369 0.477 2.182
H -0.369 2.059 2.409
H 1.536 1.827 1.949
H -0.899 1.157 0.054
H -0.026 2.674 -0.050
H 1.407 -0.009 -0.030
H 1.632 -0.212 -2.227
H 1.413 1.570 -2.434
H -0.788 -0.247 -1.641
O -1.533 -1.563 1.589
H -2.456 -1.172 1.304
H -1.536 -2.091 2.284
O -0.386 -3.322 -0.567
H 0.289 -2.925 -1.168
H -1.098 -3.167 -1.058

Atomic partial charges in e from the Mulliken method, atoms 1 to 2: atom 1 (C): -1.091, atom 2 (C): -0.079


(2)
C19H20Cl5InN2O10P2 | ωB97M-V/def2-TZVPD

The lowest unoccupied orbital energy comes out at -0.0168 Ha. The molecular weight comes out at 790.40 g mol⁻¹. Its multiplicity is 1. The gap between HOMO and LUMO comes out at 7.488 eV. The total charge is 0. As for the relative energy (zero: lowest compared OMol25 entry of this formula, charge and spin): 95.93 kJ/mol.

Element x y z (Å)
In 0.372 -1.190 -0.036
O 2.315 1.975 2.506
P 1.100 1.055 2.107
O 1.195 0.617 0.625
O -0.181 1.688 2.513
O 1.297 -0.344 2.915
P 0.088 -1.484 3.199
O -1.081 -0.551 3.820
O 0.636 -2.622 3.949
O -0.403 -1.808 1.727
H 3.173 1.877 2.075
H -1.142 0.318 3.380
Cl 3.591 -5.876 3.591
C 2.912 -5.135 2.226
C 1.555 -5.407 1.782
Cl 0.532 -6.415 2.787
C 1.148 -4.838 0.567
Cl -0.134 -5.593 -0.250
C 1.935 -3.815 -0.001
O 1.321 -2.911 -0.799
C 3.299 -3.832 0.172
Cl 4.347 -2.962 -0.812
C 3.760 -4.364 1.389
Cl 5.417 -4.248 1.727
C 1.499 0.127 -3.851
C 2.486 0.248 -2.610
O 1.985 -0.642 -1.591
H 0.439 0.205 -3.426
H 1.508 -0.856 -4.286
H 1.707 0.971 -4.562
H 2.415 1.300 -2.185
H 3.560 0.034 -2.819
H 2.259 -1.602 -1.783
C -4.117 2.983 0.021
N -3.114 1.926 0.261
N -2.434 1.371 -0.918
C -2.166 0.067 -0.605
O -1.312 -0.706 -1.286
C -2.691 -0.293 0.671
C -3.243 0.912 1.188
C -3.592 1.219 2.592
C -1.431 2.204 -1.611
C -1.323 2.189 -2.993
C -0.638 3.210 -3.623
C 0.172 4.111 -2.903
C 0.139 4.063 -1.482
C -0.661 3.108 -0.887
H -3.944 3.878 0.629
H -5.157 2.566 0.264
H -4.156 3.209 -1.082
H -2.702 -1.268 1.104
H -2.778 1.866 2.903
H -3.592 0.361 3.257
H -4.568 1.757 2.769
H -1.847 1.448 -3.559
H -0.683 3.378 -4.701
H 0.783 4.837 -3.434
H 0.766 4.674 -0.842
H -0.625 3.010 0.225

Atomic partial charges in e from the Mulliken method, atoms 1 to 2: atom 1 (In): 2.198, atom 2 (O): -0.540


(3)
C5H9NO2 | ωB97M-V/def2-TZVPD

The lowest unoccupied orbital energy comes out at 0.0223 Ha. The SMILES is C/C=C(O)\C(O)=C/N. The molecular weight comes out at 115.13 g mol⁻¹. Its multiplicity is 1. The gap between HOMO and LUMO comes out at 7.813 eV. The total charge is 0. As for the relative energy (zero: lowest compared OMol25 entry of this formula, charge and spin): 372.13 kJ/mol.

Element x y z (Å)
C 1.200 0.768 1.378
C 0.104 1.119 0.413
C -1.040 0.379 0.171
O -2.333 0.864 0.201
C -0.832 -0.940 -0.261
O -1.732 -1.966 -0.076
C 0.424 -1.188 -0.799
N 1.082 -0.507 -1.813
H 1.078 1.321 2.315
H 2.182 1.031 0.979
H 1.207 -0.300 1.588
H 0.055 2.186 0.186
H -2.344 1.685 0.705
H -2.461 -1.624 0.459
H 0.802 -2.201 -0.679
H 2.027 -0.276 -2.089
H 0.580 -0.351 -2.678

Atomic partial charges in e from the Mulliken method, atoms 1 to 2: atom 1 (C): -1.037, atom 2 (C): -0.486